(1)
This record from the OMol25 dataset describes 7 unconnected molecules or ions with the total composition C15H46N2O8. The level of theory is ωB97M-V/def2-TZVPD.

Atoms and positions in Å:
1 O 1.635 7.438 0.502
2 O 7.288 -1.887 1.155
3 O 3.879 -5.256 5.921
4 O -1.723 -7.742 5.117
5 O 3.948 0.834 3.326
6 O -2.817 3.026 0.717
7 O -4.848 -2.370 -4.097
8 O 2.219 -2.262 0.242
9 N -0.499 4.458 0.303
10 N -5.236 0.549 -4.694
11 C -1.562 2.390 0.548
12 C 2.841 7.100 -0.145
13 C -2.301 -6.637 4.468
14 C 3.430 -5.324 4.568
15 C -4.542 0.252 -6.945
16 C -3.891 2.354 1.387
17 C 0.921 -2.859 0.380
18 C -5.121 -0.523 -5.720
19 C 0.198 5.617 -0.299
20 C 0.772 6.393 0.865
21 C -0.873 3.261 -0.477
22 C -4.232 -1.761 -5.272
23 C -4.267 -3.584 -3.647
24 C 8.263 -1.191 0.365
25 C 3.753 1.966 2.558
26 H 0.554 -3.363 -0.514
27 H 9.053 -1.934 0.471
28 H -1.006 2.254 1.475
29 H -3.245 -1.387 -4.999
30 H 4.727 -4.808 5.935
31 H -4.356 -0.486 -7.726
32 H -2.094 -6.471 3.411
33 H 4.458 1.015 4.118
34 H 8.768 -0.351 0.842
35 H -0.032 6.851 1.442
36 H -2.026 -5.707 4.966
37 H -3.969 1.435 0.807
38 H 2.494 -1.960 1.111
39 H 2.921 6.062 -0.469
40 H -6.076 -0.899 -6.085
41 H -4.809 2.938 1.331
42 H 1.016 5.331 -0.960
43 H -5.274 0.931 -7.382
44 H -3.601 2.165 2.420
45 H 3.777 1.582 1.538
46 H 2.880 7.918 -0.863
47 H -3.590 0.752 -6.763
48 H 0.119 2.981 -0.831
49 H 1.299 5.580 1.364
50 H -1.590 3.518 -1.256
51 H -4.439 -4.392 -4.358
52 H 3.375 -4.318 4.152
53 H 7.941 -1.080 -0.670
54 H 3.636 7.280 0.579
55 H -3.185 -3.614 -3.518
56 H -5.329 0.016 -3.841
57 H -4.855 -3.885 -2.779
58 H -0.635 6.098 -0.810
59 H 2.793 2.397 2.842
60 H 0.236 -2.215 0.930
61 H 1.185 -3.670 1.058
62 H -4.306 0.910 -4.540
63 H 4.122 -5.985 4.045
64 H 6.567 -1.261 1.251
65 H -4.036 -2.457 -6.087
66 H -1.581 1.420 0.050
67 H -1.379 4.793 0.669
68 H -1.343 -8.488 4.648
69 H -3.388 -6.612 4.553
70 H 2.456 -5.807 4.495
71 H 4.529 2.686 2.820

Values from the calculation:
**Total energy**: -1310.2576 a.u.
**Orbital gap**: 0.324 hartree
**SMILES**: COC[C@H](C)N.COCCNCCOC.CO.CO.CO.CO.CO
**Relative energy (zero: lowest compared OMol25 entry of this formula, charge and spin)**: 124.5 kcal/mol

What are the Mulliken partial charges on each atom? They are as follows, in elementary charge units: -0.365, -0.460, -0.517, -0.519, -0.504, -0.310, -0.313, -0.482, -0.217, -0.719, -0.496, -0.661, -0.516, -0.398, -1.334, -0.705, -0.517, 0.333, -0.608, -0.469, -0.707, -0.660, -0.761, -0.545, -0.456, 0.251, 0.202, 0.322, 0.297, 0.304, 0.367, 0.238, 0.283, 0.269, 0.267, 0.227, 0.293, 0.289, 0.330, 0.265, 0.220, 0.376, 0.327, 0.274, 0.183, 0.213, 0.351, 0.466, 0.370, 0.251, 0.298, 0.163, 0.258, 0.253, 0.301, 0.314, 0.274, 0.302, 0.213, 0.234, 0.224, 0.266, 0.268, 0.275, 0.396, 0.396, 0.207, 0.306, 0.263, 0.181, 0.282

=====

(2)
This record from the OMol25 dataset describes a gas-phase ion, C4H4NO5S (charge -1). The level of theory is ωB97M-V/def2-TZVPD.

Atoms and positions in Å:
1 S 1.911 0.018 -0.002
2 O -0.036 -1.973 1.255
3 O 2.423 -0.113 1.342
4 O 2.131 -1.037 -0.911
5 O -0.111 2.053 -1.206
6 O 2.311 1.350 -0.581
7 N 0.171 0.021 -0.046
8 C -1.954 0.587 -0.283
9 C -1.919 -0.599 0.405
10 C -0.633 0.966 -0.586
11 C -0.614 -0.935 0.584
12 H -2.642 -1.156 0.944
13 H 0.877 -2.086 0.847
14 H 1.007 1.853 -1.173
15 H -2.922 1.053 -0.589

Values from the calculation:
**Total energy**: -984.0308 a.u.
**Orbital gap**: 0.262 hartree
**SMILES**: O=S(=O)([O-])n1c(O)ccc1O
**Relative energy (zero: lowest compared OMol25 entry of this formula, charge and spin)**: 0.0 kcal/mol
**Charge**: -1

What are the Mulliken partial charges on each atom? They are as follows, in elementary charge units: 1.118, -0.562, -0.586, -0.602, -0.666, -0.766, -0.094, -0.682, -0.555, 0.394, 0.437, 0.416, 0.337, 0.490, 0.321

=====

(3)
This record from the OMol25 dataset describes a molecular structure, C14H12N2O5OsSe. The level of theory is ωB97M-V/def2-TZVPD.

Atoms and positions in Å:
1 Os 0.417 0.154 -0.067
2 Se -0.419 -1.263 2.918
3 O -0.563 -1.554 -0.804
4 O -0.839 2.250 -2.828
5 O 2.029 -0.273 -0.866
6 O 2.595 0.342 -2.974
7 O -0.783 1.408 -0.729
8 N 0.171 0.152 1.890
9 N -0.163 -0.348 4.370
10 C 1.827 -0.236 -2.306
11 C 0.568 -0.964 -2.754
12 C 0.499 1.182 2.715
13 C -0.814 1.279 -2.173
14 C 0.596 1.825 5.118
15 C 0.301 0.862 4.107
16 C -0.823 -0.166 -2.666
17 C -2.048 -2.374 -2.427
18 C 0.278 -2.192 -1.885
19 C -1.645 -1.081 -1.749
20 C 1.055 3.040 4.726
21 C 1.239 3.342 3.345
22 C 0.973 2.445 2.342
23 C -0.710 -3.144 -2.526
24 H 1.601 4.327 3.079
25 H 0.739 -1.229 -3.797
26 H 1.288 3.800 5.458
27 H -0.416 -3.365 -3.551
28 H 0.442 1.556 6.154
29 H 1.126 2.724 1.305
30 H -1.240 -0.118 -3.671
31 H -2.501 -2.171 -3.396
32 H -2.403 -0.585 -1.149
33 H -0.744 -4.082 -1.978
34 H 1.146 -2.636 -1.405
35 H -2.778 -2.908 -1.824

Values from the calculation:
**Total energy**: -3517.7533 a.u.
**Orbital gap (alpha / beta)**: 0.244 / 0.243 hartree
**Charge**: +2

What are the Mulliken partial charges on each atom? They are as follows, in elementary charge units: 1.023, 0.439, -0.498, -0.371, -0.499, -0.365, -0.472, -0.149, -0.611, 0.169, -0.375, 1.800, 0.061, -0.588, 0.344, -0.245, -0.954, 0.201, 0.103, -0.665, -0.700, -0.686, -0.979, 0.429, 0.741, 0.434, 0.386, 0.477, 0.423, 0.733, 0.390, 0.615, 0.379, 0.634, 0.376

=====

(4)
This record from the OMol25 dataset describes 2 unconnected molecules or ions with the total composition CH4N2O4. The level of theory is ωB97M-V/def2-TZVPD.

Atoms and positions in Å:
1 O -2.458 -0.882 0.429
2 O -2.443 -0.540 2.915
3 O -0.561 0.201 0.185
4 O -0.714 -1.335 4.013
5 N -1.389 -1.099 3.057
6 N -1.173 -1.015 0.216
7 C 0.811 0.092 -0.119
8 H -2.714 0.008 0.748
9 H 0.951 -0.181 -1.168
10 H 1.285 -0.661 0.514
11 H 1.237 1.074 0.073

Values from the calculation:
**Total energy**: -450.7056 a.u.
**Orbital gap (alpha / beta)**: 0.237 / 0.392 hartree
**Relative energy (zero: lowest compared OMol25 entry of this formula, charge and spin)**: 120.1 kcal/mol

What are the Mulliken partial charges on each atom? They are as follows, in elementary charge units: -0.210, -0.367, -0.158, -0.418, 0.738, -0.190, -0.476, 0.344, 0.235, 0.252, 0.250